[1]
The following is a quantum chemistry calculation of 2 unconnected molecules or ions with the total composition C2H5BrI2OSi in a non-equilibrium geometry, from the Open Molecules 2025 dataset.

Structure (ORCA input):
```
! RIJCOSX wB97M-V def2-TZVPD def2/J DEFGRID3
* xyz 0 1
C 0.5451 -1.1869 1.2287
C -0.4829 -1.5491 2.2418
O -1.7156 -1.1115 1.9258
Si -3.4155 -2.3334 -1.6008
Br -2.0466 -4.1042 -1.5373
I -5.3744 -2.3810 -0.0725
I -4.1983 -1.9745 -4.0304
H 0.4987 -1.8475 0.4389
H 0.2198 -0.2458 0.7852
H 1.5914 -1.1588 1.3191
H -0.1915 -1.2557 3.3573
H -0.6376 -2.7265 2.4300
*
```

Computed properties:
HOMO energy (spin up / spin down) ... -9.731 / -8.310 eV
Strongest force on any atom ... 3.5 eV Å⁻¹
Orbital gap (spin up / spin down) ... 7.40 / 6.75 eV
Lowest unoccupied orbital energy (spin up / spin down) ... -2.330 / -1.556 eV

Which charges does Löwdin predict for the atoms? In e, they are: atom 1 (C): -0.09, atom 2 (C): -0.41, atom 3 (O): -0.02, atom 4 (Si): -0.65, atom 5 (Br): 0.15, atom 6 (I): 0.29, atom 7 (I): 0.21, atom 8 (H): 0.04, atom 9 (H): 0.09, atom 10 (H): 0.06, atom 11 (H): 0.16, atom 12 (H): 0.18


[2]
The following is a quantum chemistry calculation of C5H11N in the gas phase in a non-equilibrium geometry, from the Open Molecules 2025 dataset.

Structure (ORCA input):
```
! RIJCOSX wB97M-V def2-TZVPD def2/J DEFGRID3
* xyz 0 1
C -0.1285 0.6645 0.7873
N 0.7072 0.3800 -0.4267
C 2.0729 0.3847 0.0789
C 0.1805 -0.7170 -1.2351
C -1.9597 -0.7811 0.2708
C -1.5503 0.5692 0.4435
H 0.0318 -0.0695 1.5946
H 0.0594 1.6499 1.2218
H 2.1502 1.2471 0.7416
H 2.3026 -0.5487 0.6192
H 2.7851 0.5435 -0.7298
H 0.0484 -0.3864 -2.2743
H 1.0427 -1.4029 -1.2820
H -3.0285 -0.9643 0.3041
H -1.3512 -1.5475 0.7163
H -2.0153 1.4090 -0.0564
H -1.3472 -0.4306 -0.7740
*
```

Computed properties:
HOMO energy ... -6.970 eV
Strongest force on any atom ... 3.7 eV Å⁻¹
Orbital gap ... 7.18 eV
Lowest unoccupied orbital energy ... 0.206 eV

Which charges does Löwdin predict for the atoms? In e, they are: atom 1 (C): -0.25, atom 2 (N): -0.28, atom 3 (C): -0.12, atom 4 (C): -0.14, atom 5 (C): -0.02, atom 6 (C): -0.15, atom 7 (H): 0.12, atom 8 (H): 0.11, atom 9 (H): 0.07, atom 10 (H): 0.08, atom 11 (H): 0.08, atom 12 (H): 0.04, atom 13 (H): 0.05, atom 14 (H): 0.10, atom 15 (H): 0.09, atom 16 (H): 0.12, atom 17 (H): 0.12


In the order shown, the computed E values come out to -3613.3048, -251.6436 Ha.
In the order shown, the computed ΔE to the lowest compared entry with this formula, charge and spin values come out to 4.929, 5.959 eV.